ORCA calculation (the ωB97M-V functional and the def2-TZVPD basis) on 5 unconnected molecules or ions with the total composition C76H65BBrClF9N4O10S at a distorted geometry.

Calculated values
calculated total energy: -224816.105 eV
2S+1: 1
gap between HOMO and LUMO: 6.140 eV
total charge: +1

Cartesian coordinates (Å):
Br1 5.289 1.962 0.876
Cl1 -0.370 3.141 -0.098
S1 -1.466 -4.985 3.075
F1 -0.493 -4.006 2.080
F2 -3.761 -4.950 1.597
F3 -2.360 -6.115 4.066
F4 -1.709 -6.029 1.694
F5 -3.960 -4.279 3.877
F6 -2.528 -2.400 0.776
F7 -0.070 -5.915 3.425
F8 -4.517 -2.263 2.027
F9 -1.163 -4.094 4.501
O1 -4.284 1.292 -9.896
O2 14.003 -1.626 5.596
O3 -9.265 -7.526 -0.830
O4 -9.254 -5.130 3.941
O5 8.912 -1.912 4.010
O6 -1.770 2.203 -5.274
O7 0.943 1.891 -2.777
O8 -3.284 10.651 -2.135
O9 -2.523 5.661 -3.875
O10 2.445 3.642 1.452
N1 1.043 2.135 0.170
N2 4.117 -0.907 -2.699
N3 0.298 -0.528 -2.717
N4 1.155 5.770 2.648
C1 12.844 -1.698 5.206
C2 10.194 0.557 3.741
C3 -2.487 -1.505 3.257
C4 -0.327 0.882 -7.270
C5 2.933 0.087 1.553
C6 -3.716 1.476 -8.827
C7 -4.462 2.941 -5.428
C8 12.125 -2.987 5.226
C9 -2.442 8.508 -1.674
C10 -11.738 -5.544 2.729
C11 -0.345 -0.151 0.349
C12 -1.202 6.627 -0.019
C13 -6.792 -6.009 2.952
C14 -2.725 6.798 -3.464
C15 -8.005 -6.832 1.026
C16 -1.653 6.254 -1.287
C17 10.828 -0.577 4.262
C18 -5.752 2.542 -7.872
C19 10.790 -3.059 4.831
C20 3.757 -1.748 -1.685
C21 -9.259 -5.708 2.860
C22 -1.050 -0.817 2.879
C23 2.396 0.005 -0.022
C24 10.110 -4.282 4.880
C25 -3.060 -4.156 2.674
C26 -12.940 -6.319 0.781
C27 12.149 -0.496 4.702
C28 -10.530 -6.538 0.884
C29 -7.998 -6.189 2.262
C30 0.891 0.706 -0.229
C31 -4.419 2.140 -7.711
C32 1.990 2.746 4.614
C33 -5.794 3.325 -5.585
C34 -3.904 7.404 -5.569
C35 -2.356 1.967 -6.325
C36 -4.839 9.610 -5.885
C37 -10.529 -5.937 2.142
C38 12.115 -5.368 5.682
C39 -3.771 2.353 -6.495
C40 2.183 1.247 2.419
C41 -3.434 7.783 -4.304
C42 -1.662 0.347 -9.663
C43 -3.650 9.080 -3.841
C44 12.828 0.728 4.650
C45 0.330 0.207 -8.300
C46 10.879 1.772 3.674
C47 -1.159 0.320 1.653
C48 2.538 -1.512 -0.590
C49 -4.359 9.994 -4.632
C50 12.791 -4.146 5.648
C51 12.191 1.859 4.137
C52 -6.807 -7.320 0.487
C53 -9.266 -7.002 0.277
C54 4.559 0.153 1.475
C55 -2.322 1.030 -8.633
C56 4.691 -3.126 -1.519
C57 -1.973 8.885 -0.409
C58 5.371 -0.439 2.777
C59 -3.134 9.499 -2.523
C60 1.524 2.459 1.555
C61 -5.599 -6.491 2.410
C62 -12.941 -5.741 2.050
C63 -5.607 -7.152 1.183
C64 10.773 -5.434 5.306
C65 1.793 4.857 1.962
C66 -1.659 1.285 -7.433
C67 -6.436 3.134 -6.809
C68 -1.354 7.944 0.415
C69 10.090 -1.853 4.345
C70 -0.339 -0.067 -9.492
C71 -11.737 -6.719 0.197
C72 3.063 1.864 3.681
C73 -3.047 -2.611 2.181
C74 -4.605 8.318 -6.356
C75 -2.268 7.197 -2.118
C76 5.011 -2.039 3.108
B1 0.691 0.691 -1.901
H1 4.169 -4.086 -1.934
H2 -2.459 -1.900 4.383
H3 -11.746 -5.087 3.718
H4 -3.268 -0.601 3.296
H5 1.513 -2.022 -0.931
H6 5.754 -2.908 -2.003
H7 -7.471 3.442 -6.934
H8 4.898 -3.198 -0.346
H9 5.754 -2.383 3.963
H10 -0.995 8.237 1.399
H11 10.387 2.650 3.263
H12 0.054 2.372 -2.930
H13 -5.394 10.319 -6.495
H14 0.861 2.496 4.327
H15 -4.679 -7.536 0.765
H16 3.412 0.991 4.376
H17 12.722 2.808 4.094
H18 -13.880 -5.441 2.511
H19 3.477 -0.086 -2.656
H20 5.216 -2.747 2.187
H21 2.227 3.892 4.581
H22 -6.260 2.392 -8.822
H23 -1.526 5.225 -1.621
H24 0.031 -1.265 0.562
H25 13.837 -4.102 5.947
H26 -11.744 -7.175 -0.792
H27 -4.973 8.021 -7.336
H28 -6.331 3.774 -4.753
H29 13.855 0.802 5.004
H30 4.877 -0.567 0.575
H31 12.635 -6.267 6.005
H32 -3.730 6.395 -5.941
H33 -13.877 -6.465 0.248
H34 2.096 2.401 5.748
H35 -0.731 5.891 0.628
H36 3.128 0.694 -0.654
H37 5.346 0.242 3.727
H38 -3.966 3.097 -4.471
H39 3.905 -2.143 3.524
H40 1.181 -0.906 -3.164
H41 -6.779 -5.498 3.913
H42 -0.162 -1.559 2.711
H43 -2.324 0.307 1.383
H44 -4.543 11.005 -4.273
H45 1.789 2.563 -0.460
H46 -6.804 -7.835 -0.473
H47 9.064 -4.343 4.583
H48 10.245 -6.384 5.339
H49 2.665 -0.941 2.100
H50 0.608 2.880 2.196
H51 0.200 1.087 -6.339
H52 6.518 -0.472 2.444
H53 1.266 0.707 2.964
H54 3.893 2.621 3.367
H55 -1.148 -0.294 -0.526
H56 -2.176 0.132 -10.598
H57 -0.743 -0.168 3.834
H58 -0.964 1.388 2.075
H59 -2.093 9.909 -0.061
H60 -4.664 -6.354 2.949
H61 -0.125 -1.294 -2.162
H62 2.871 -2.187 0.340
H63 0.170 -0.602 -10.292
H64 9.167 0.498 3.383
H65 1.363 -0.109 -8.169